{"formula": "C6H11NS", "method": "ωB97M-V/def2-TZVPD", "charge": 0, "lumo_energy_ha": 0.02575, "max_force_ev_per_a": 8.23, "gap_ev": 9.55, "e_above_lowest_kj_mol": 502.7, "energy_ha": -687.9578, "e_homo_ha": -0.32523, "elements": ["C", "C", "C", "C", "C", "C", "H", "H", "H", "H", "H", "H", "H", "H", "H", "H", "H", "N", "S"], "coordinates": [[0.126, -0.950, 0.340], [0.656, 0.196, 1.143], [-0.069, 1.475, 0.827], [-0.608, 1.402, -0.463], [-0.760, -0.186, -0.699], [0.650, -1.618, -0.981], [-1.284, -1.188, 2.069], [0.829, -0.119, 2.294], [1.802, 0.305, 0.932], [0.715, 2.318, 0.369], [-0.843, 2.135, 1.649], [0.327, 1.711, -1.140], [-1.426, 2.314, -0.588], [-1.895, -0.501, -0.672], [0.503, 0.003, -2.263], [1.710, -1.712, -1.323], [0.199, -2.653, -1.056], [-0.016, -0.619, -1.855], [-0.618, -2.312, 1.418]], "forces_ev_per_a": [[-1.542, -0.877, -1.219], [4.813, -0.848, 3.448], [2.037, 6.165, 4.256], [-1.421, 0.159, -5.269], [-4.179, 1.807, -0.410], [1.618, -0.444, -1.316], [0.704, -2.266, -0.503], [-1.042, 0.939, -2.436], [-1.853, 0.110, -0.137], [-1.201, -1.409, 3.626], [2.473, -2.658, -1.960], [-2.521, -0.896, 0.238], [1.592, -3.018, -0.281], [2.033, 0.410, -0.269], [3.830, 4.338, -2.517], [-0.359, -0.020, 1.061], [0.310, 1.192, -0.084], [-4.324, -6.129, 3.396], [-0.967, 3.447, 0.377]], "mulliken_charge": [0.44, -1.04, 0.01, -0.94, 0.42, -0.80, 0.16, 0.35, 0.26, 0.16, 0.22, 0.23, 0.23, 0.28, 0.27, 0.31, 0.28, -0.57, -0.25]}



{"formula": "C2H6N4O", "method": "ωB97M-V/def2-TZVPD", "charge": 0, "lumo_energy_ha": -0.00397, "max_force_ev_per_a": 5.00, "gap_ev": 8.06, "e_above_lowest_kj_mol": 611.6, "energy_ha": -373.8774, "e_homo_ha": -0.30017, "elements": ["N", "C", "N", "C", "O", "N", "N", "H", "H", "H", "H", "H", "H"], "coordinates": [[0.921, 0.330, -0.431], [-0.897, -0.047, 0.250], [-1.859, -0.853, -0.355], [1.808, -0.462, -0.034], [1.083, 1.676, -0.731], [-1.177, 1.130, 0.712], [2.879, -1.038, -0.108], [0.279, 2.057, -0.298], [-1.603, -1.783, -0.643], [-2.650, -0.388, -0.775], [-2.161, 1.261, 0.930], [3.547, -1.084, 0.646], [-0.168, -0.799, 0.837]], "forces_ev_per_a": [[0.073, -0.368, -0.117], [-1.121, -3.493, 3.398], [0.684, 0.608, -0.092], [1.362, 3.518, -2.131], [1.069, -0.776, 0.072], [0.807, 0.485, 0.227], [-0.315, -0.591, 0.004], [-0.314, -0.422, 0.190], [-0.211, 0.146, -0.060], [0.156, -0.195, -0.290], [0.058, 0.133, -0.762], [-0.300, -0.299, 0.522], [-1.951, 1.254, -0.961]], "mulliken_charge": [-0.14, 0.72, -0.49, 0.39, -0.39, -0.89, -0.43, 0.37, 0.20, 0.23, 0.16, 0.28, -0.02]}



{"formula": "C5H8N4", "method": "ωB97M-V/def2-TZVPD", "charge": 0, "lumo_energy_ha": 0.02945, "max_force_ev_per_a": 3.31, "gap_ev": 10.12, "e_above_lowest_kj_mol": 232.2, "energy_ha": -414.2437, "e_homo_ha": -0.34245, "elements": ["C", "C", "C", "C", "C", "H", "H", "H", "H", "H", "H", "H", "H", "N", "N", "N", "N"], "coordinates": [[1.232, 1.553, -0.045], [0.714, -0.725, 0.188], [-1.126, 0.709, 0.002], [-2.000, -0.340, -0.429], [-2.720, -1.308, -0.403], [0.641, 2.468, -0.177], [2.094, 1.460, -0.662], [1.479, 1.694, 1.037], [2.013, -0.741, -1.340], [2.200, -1.917, -0.277], [0.508, -2.318, 1.063], [-2.527, 1.791, 0.616], [-3.196, -2.267, -0.297], [0.286, 0.522, -0.296], [1.948, -0.967, -0.325], [-0.008, -1.448, 0.976], [-1.536, 1.835, 0.371]], "forces_ev_per_a": [[-1.394, 2.502, 1.658], [-1.666, -0.006, 0.134], [1.543, 0.838, -1.722], [-0.710, -1.547, 0.858], [0.359, 0.230, -0.167], [0.614, 0.152, -0.697], [0.512, 0.201, -0.344], [0.254, -0.735, -0.610], [-0.149, 0.233, 1.204], [0.541, -1.288, 0.569], [-0.215, -0.395, 0.384], [0.112, 0.194, -0.609], [-0.058, 0.524, -0.293], [-2.376, -1.886, 0.965], [1.298, -0.316, -1.977], [1.620, 0.643, -0.739], [-0.284, 0.654, 1.387]], "mulliken_charge": [-1.00, 0.39, 0.63, -0.68, 0.11, 0.45, 0.28, 0.31, 0.25, 0.29, 0.20, 0.27, 0.38, -0.05, -0.51, -0.63, -0.68]}



{"formula": "C4H13NO2", "method": "ωB97M-V/def2-TZVPD", "charge": -1, "lumo_energy_ha": [0.14319, 0.13524], "max_force_ev_per_a": 5.89, "gap_ev": [3.36, 8.00], "e_above_lowest_kj_mol": 204.3, "energy_ha": -365.3132, "spin_multiplicity": 2, "e_homo_ha": [0.01958, -0.15872], "elements": ["C", "N", "C", "C", "C", "H", "H", "H", "H", "H", "H", "H", "H", "H", "H", "H", "O", "H", "H", "O"], "coordinates": [[-0.983, 1.993, -0.335], [-0.175, -0.038, 1.730], [0.702, 0.544, 0.933], [0.342, 1.519, 0.061], [2.185, 0.280, 0.755], [-1.076, 2.547, -1.283], [-1.621, 1.053, -0.461], [-1.539, 2.390, 0.515], [-1.096, 0.074, 1.389], [0.004, -1.043, 2.063], [1.151, 2.030, -0.371], [2.551, -0.838, 0.396], [2.687, 0.404, 1.694], [2.944, 0.664, -0.077], [0.135, -2.417, -1.702], [-0.335, -3.519, -0.690], [-0.681, -3.034, -1.551], [-1.281, -0.191, -1.043], [-1.870, -1.633, -1.152], [-2.047, -0.785, -0.871]], "forces_ev_per_a": [[-2.450, -2.180, 0.384], [0.085, -3.791, 3.039], [2.391, 2.865, -4.561], [0.477, -0.027, 0.118], [3.144, -3.707, -0.962], [0.259, 0.075, 0.714], [0.416, 1.981, -0.006], [-0.088, 1.058, -0.085], [-1.143, -0.173, -0.187], [-0.265, 2.037, -0.976], [0.916, 0.399, -0.725], [-1.848, 1.809, 1.405], [0.614, 0.048, 0.671], [-2.618, 0.704, 1.508], [-1.434, -1.099, 0.166], [-0.820, 0.984, -1.768], [2.370, -0.095, 1.529], [-0.430, -1.676, -0.273], [1.330, -3.280, -1.082], [-0.905, 4.069, 1.090]], "lowdin_spin": [0.02, 0.03, 0.03, 0.02, 0.09, 0.00, 0.00, 0.00, 0.01, 0.05, 0.00, 0.06, 0.00, 0.01, 0.12, 0.14, 0.25, 0.02, 0.03, 0.09]}



{"formula": "C7H15NO", "method": "ωB97M-V/def2-TZVPD", "charge": 0, "lumo_energy_ha": 0.02640, "max_force_ev_per_a": 2.75, "gap_ev": 10.38, "e_above_lowest_kj_mol": 176.2, "energy_ha": -405.6702, "e_homo_ha": -0.35508, "elements": ["C", "C", "C", "C", "C", "C", "C", "O", "N", "H", "H", "H", "H", "H", "H", "H", "H", "H", "H", "H", "H", "H", "H", "H"], "coordinates": [[0.715, 0.073, 0.625], [-0.553, 0.189, -0.254], [2.016, 0.549, -0.029], [-0.395, -0.297, -1.691], [-1.126, 1.618, -0.278], [-1.704, -0.748, 0.519], [0.894, -1.373, 1.124], [0.522, 0.797, 1.857], [0.825, -2.513, 0.504], [0.972, 1.654, 1.796], [0.480, -2.425, -0.451], [1.374, -1.405, 2.117], [2.847, 0.467, 0.681], [1.933, 1.597, -0.334], [2.280, -0.049, -0.905], [-0.110, 0.499, -2.388], [-1.319, -0.740, -2.084], [0.341, -1.077, -1.893], [-0.458, 2.298, -0.818], [-2.107, 1.631, -0.768], [-1.274, 2.028, 0.725], [-2.585, -0.665, -0.126], [-1.958, -0.278, 1.474], [-1.610, -1.832, 0.599]], "forces_ev_per_a": [[-0.125, -0.334, 0.340], [-1.783, -1.487, 1.408], [0.083, -0.168, -0.052], [0.081, -0.418, -0.877], [0.093, -0.052, 0.169], [-0.093, 1.610, -1.629], [1.558, -1.917, -1.205], [0.203, 0.317, -0.241], [0.109, 2.049, 1.241], [-0.252, -0.367, -0.043], [-0.138, 0.180, 0.051], [-0.542, 0.029, -0.167], [-0.181, -0.010, -0.052], [-0.057, -0.049, -0.008], [-0.133, 0.097, 0.091], [-0.085, 0.147, 0.225], [-0.048, 0.361, 0.223], [0.183, -0.002, 0.468], [-0.087, -0.077, -0.034], [0.255, -0.069, -0.085], [0.062, -0.211, -0.082], [-0.128, 0.349, 0.118], [0.226, -0.276, -0.030], [0.798, 0.297, 0.171]], "mulliken_charge": [1.18, 1.63, -1.68, -1.85, -1.87, -1.67, -0.40, -0.61, -0.73, 0.40, 0.32, 0.42, 0.46, 0.43, 0.35, 0.40, 0.36, 0.38, 0.40, 0.42, 0.40, 0.50, 0.32, 0.44]}



{"formula": "C7H7ClNO3S2", "method": "ωB97M-V/def2-TZVPD", "charge": 1, "lumo_energy_ha": [-0.20375, -0.31549], "max_force_ev_per_a": 7.07, "gap_ev": [4.36, 5.44], "e_above_lowest_kj_mol": 0.0, "energy_ha": -1807.5045, "spin_multiplicity": 3, "e_homo_ha": [-0.36414, -0.51527], "elements": ["C", "C", "C", "C", "C", "C", "C", "N", "O", "O", "O", "S", "S", "Cl", "H", "H", "H", "H", "H", "H", "H"], "coordinates": [[-0.802, 2.121, 2.066], [-2.020, 2.660, 2.426], [-0.497, 2.256, 0.732], [-2.690, 3.214, 1.316], [1.253, -0.938, 0.619], [-0.506, -0.459, -1.028], [0.109, -1.267, -2.146], [0.403, -0.171, 0.092], [-1.550, 0.117, -0.989], [2.004, 1.680, 0.909], [1.018, 2.157, -1.316], [-1.742, 3.122, -0.124], [0.907, 1.682, 0.044], [-4.212, 3.912, 1.184], [-0.302, 1.417, 2.644], [-2.512, 2.443, 3.351], [2.173, -0.527, 1.081], [1.329, -1.990, 0.619], [1.181, -1.223, -2.120], [-0.357, -2.344, -2.258], [-0.223, -0.715, -3.032]], "forces_ev_per_a": [[-1.734, 0.126, 0.603], [0.118, -0.835, -0.129], [-2.662, 1.928, -0.102], [-0.033, 0.605, -0.959], [5.675, -2.197, 3.181], [1.725, 0.065, 0.806], [-2.240, -1.296, -0.518], [-3.407, 5.199, -3.360], [-0.858, 0.229, -0.436], [0.877, 0.628, 1.491], [-0.746, -0.617, 1.540], [0.518, -0.043, -0.317], [1.069, -3.439, -3.855], [0.697, -0.417, 0.440], [1.175, -0.682, 1.306], [-0.091, 0.308, 0.498], [-0.765, 0.091, -0.353], [-0.944, -1.056, -0.443], [0.432, -0.435, 0.236], [1.167, 2.076, 0.426], [0.025, -0.236, -0.054]], "lowdin_spin": [0.07, 0.13, 0.31, 0.26, 0.52, 0.05, 0.02, 0.24, 0.08, 0.01, 0.00, 0.00, 0.05, 0.16, 0.00, 0.00, 0.04, 0.04, 0.00, 0.00, 0.00]}



Question: Among the records above, which one has the lowest charge?
Answer: C4H13NO2



Question: Look up the charge of the fifth one.
Answer: 0



Repeat the fifth record exactly.
{"formula": "C7H15NO", "method": "ωB97M-V/def2-TZVPD", "charge": 0, "lumo_energy_ha": 0.02640, "max_force_ev_per_a": 2.75, "gap_ev": 10.38, "e_above_lowest_kj_mol": 176.2, "energy_ha": -405.6702, "e_homo_ha": -0.35508, "elements": ["C", "C", "C", "C", "C", "C", "C", "O", "N", "H", "H", "H", "H", "H", "H", "H", "H", "H", "H", "H", "H", "H", "H", "H"], "coordinates": [[0.715, 0.073, 0.625], [-0.553, 0.189, -0.254], [2.016, 0.549, -0.029], [-0.395, -0.297, -1.691], [-1.126, 1.618, -0.278], [-1.704, -0.748, 0.519], [0.894, -1.373, 1.124], [0.522, 0.797, 1.857], [0.825, -2.513, 0.504], [0.972, 1.654, 1.796], [0.480, -2.425, -0.451], [1.374, -1.405, 2.117], [2.847, 0.467, 0.681], [1.933, 1.597, -0.334], [2.280, -0.049, -0.905], [-0.110, 0.499, -2.388], [-1.319, -0.740, -2.084], [0.341, -1.077, -1.893], [-0.458, 2.298, -0.818], [-2.107, 1.631, -0.768], [-1.274, 2.028, 0.725], [-2.585, -0.665, -0.126], [-1.958, -0.278, 1.474], [-1.610, -1.832, 0.599]], "forces_ev_per_a": [[-0.125, -0.334, 0.340], [-1.783, -1.487, 1.408], [0.083, -0.168, -0.052], [0.081, -0.418, -0.877], [0.093, -0.052, 0.169], [-0.093, 1.610, -1.629], [1.558, -1.917, -1.205], [0.203, 0.317, -0.241], [0.109, 2.049, 1.241], [-0.252, -0.367, -0.043], [-0.138, 0.180, 0.051], [-0.542, 0.029, -0.167], [-0.181, -0.010, -0.052], [-0.057, -0.049, -0.008], [-0.133, 0.097, 0.091], [-0.085, 0.147, 0.225], [-0.048, 0.361, 0.223], [0.183, -0.002, 0.468], [-0.087, -0.077, -0.034], [0.255, -0.069, -0.085], [0.062, -0.211, -0.082], [-0.128, 0.349, 0.118], [0.226, -0.276, -0.030], [0.798, 0.297, 0.171]], "mulliken_charge": [1.18, 1.63, -1.68, -1.85, -1.87, -1.67, -0.40, -0.61, -0.73, 0.40, 0.32, 0.42, 0.46, 0.43, 0.35, 0.40, 0.36, 0.38, 0.40, 0.42, 0.40, 0.50, 0.32, 0.44]}



Question: Which of these has the lowest charge?
Answer: C4H13NO2